Formula: C43H83NO21S
Source: OMol25
Level of theory: ωB97M-V with the def2-TZVPD basis set

Last columns: bonded neighbours and bond lengths (Å).
Geometry (Å):
1 C 2.466 4.301 4.147  C2 1.449, H35 1.158, H36 1.141
2 C 3.431 3.788 3.195  C1 1.449, C3 1.632, H37 1.146
3 C 3.350 2.272 2.597  C2 1.632, C4 1.602, H38 1.159, H39 1.145
4 C 1.828 1.811 2.788  C3 1.602, C5 1.578, C20 1.581
5 C 1.588 0.666 3.846  C4 1.578, C6 1.576, H40 1.154
6 C 0.155 0.113 4.202  C5 1.576, C7 1.595, C18 1.551
7 C 0.074 -1.015 5.327  C6 1.595, C8 1.605, H41 1.143, H42 1.159
8 C -0.712 -2.345 4.895  C7 1.605, C9 1.615, H43 1.141, H44 1.160
9 C 0.153 -3.386 4.014  C8 1.615, C10 1.609, H45 1.144, H46 1.147
10 C -0.507 -3.660 2.573  C9 1.609, C11 1.604, H47 1.161, H48 1.160
11 C -0.729 -5.206 2.210  C10 1.604, C12 1.608, H49 1.161, H50 1.147
12 C 0.583 -6.128 2.325  C11 1.608, C13 1.606, H51 1.160, H52 1.161
13 C 1.890 -5.541 1.598  C12 1.606, C14 1.607, H53 1.160, H54 1.160
14 C 2.202 -6.159 0.148  C13 1.607, C15 1.606, H55 1.163, H56 1.154
15 C 2.331 -7.758 0.099  C14 1.606, C16 1.609, H57 1.161, H58 1.144
16 C 3.685 -8.349 0.737  C15 1.609, C17 1.616, H59 1.151, H60 1.162
17 C 3.740 -8.292 2.351  C16 1.616, H61 1.141, H62 1.160, H63 1.160
18 C -1.037 0.751 3.443  C6 1.551, C19 1.582, C33 1.588
19 C -0.801 1.872 2.351  C18 1.582, C20 1.562, C25 1.596
20 C 0.611 2.438 1.998  C4 1.581, C19 1.562, C21 1.595
21 C 0.883 3.570 0.908  C20 1.595, S22 1.857, H64 1.159, H65 1.157
22 S 0.404 5.283 1.439  C21 1.857, O23 1.525, O24 1.510, H66 1.412
23 O -0.406 5.286 2.731  S22 1.525
24 O 1.550 6.266 1.476  S22 1.510
25 C -2.105 2.411 1.605  C19 1.596, O26 1.260, C27 1.620
26 O -2.239 3.561 1.106  C25 1.260
27 C -3.335 1.365 1.478  C25 1.620, O28 1.441, C31 1.430
28 O -4.189 1.548 0.331  C27 1.441, C29 1.417
29 C -4.059 0.468 -0.576  O28 1.417, N30 1.217
30 N -4.313 -0.519 -1.241  C29 1.217
31 C -3.547 0.357 2.470  C27 1.430, C32 1.595, C33 1.621
32 C -4.733 -0.708 2.393  C31 1.595, H67 1.152, H68 1.160, H69 1.152
33 C -2.531 0.297 3.732  C18 1.588, C31 1.621, O34 1.257
34 O -3.001 -0.070 4.838  C33 1.257
35 H 2.299 3.783 5.169  C1 1.158
36 H 1.862 5.250 3.957  C1 1.141
37 H 4.255 4.518 2.875  C2 1.146
38 H 4.048 1.608 3.243  C3 1.159
39 H 3.688 2.335 1.505  C3 1.145
40 H 2.489 0.232 4.422  C5 1.154
41 H -0.456 -0.581 6.242  C7 1.143
42 H 1.146 -1.292 5.672  C7 1.159
43 H -1.700 -2.171 4.351  C8 1.141
44 H -0.989 -2.891 5.881  C8 1.160
45 H 0.211 -4.367 4.599  C9 1.144
46 H 1.217 -2.979 3.877  C9 1.147
47 H -1.541 -3.146 2.451  C10 1.161
48 H 0.158 -3.160 1.763  C10 1.160
49 H -1.555 -5.692 2.865  C11 1.161
50 H -1.107 -5.287 1.130  C11 1.147
51 H 0.282 -7.173 1.924  C12 1.160
52 H 0.805 -6.305 3.450  C12 1.161
53 H 1.873 -4.389 1.464  C13 1.160
54 H 2.777 -5.734 2.320  C13 1.160
55 H 3.233 -5.734 -0.181  C14 1.163
56 H 1.442 -5.800 -0.643  C14 1.154
57 H 2.358 -8.046 -1.026  C15 1.161
58 H 1.445 -8.331 0.543  C15 1.144
59 H 4.611 -7.897 0.224  C16 1.151
60 H 3.708 -9.477 0.461  C16 1.162
61 H 4.220 -9.204 2.841  C17 1.141
62 H 4.302 -7.316 2.629  C17 1.160
63 H 2.652 -8.118 2.713  C17 1.160
64 H 0.368 3.289 -0.092  C21 1.159
65 H 2.015 3.570 0.670  C21 1.157
66 H -0.487 5.767 0.456  S22 1.412
67 H -5.435 -0.525 1.498  C32 1.152
68 H -4.258 -1.751 2.214  C32 1.160
69 H -5.312 -0.809 3.383  C32 1.152
70 C 0.207 -11.056 2.981  C71 1.521, O73 1.424, H74 1.092, H75 1.096
71 C 1.638 -11.558 2.869  C70 1.521, O72 1.430, H76 1.092, H77 1.094
72 O 2.336 -11.269 4.083  C71 1.430, H78 0.968
73 O 0.206 -9.657 3.249  C70 1.424, H79 0.971
74 H -0.347 -11.234 2.057  C70 1.092
75 H -0.311 -11.550 3.810  C70 1.096
76 H 2.164 -11.039 2.065  C71 1.092
77 H 1.672 -12.636 2.683  C71 1.094
78 H 1.973 -11.848 4.768  O72 0.968
79 H 0.954 -9.500 3.849  O73 0.971
80 C 0.376 -0.955 -1.473  C81 1.521, O83 1.424, H84 1.090, H85 1.097
81 C -0.718 -1.461 -2.402  C80 1.521, O82 1.429, H86 1.092, H87 1.095
82 O -1.755 -2.063 -1.625  C81 1.429, H88 0.970
83 O 0.883 -2.034 -0.694  C80 1.424, H89 0.972
84 H 1.199 -0.516 -2.037  C80 1.090
85 H -0.024 -0.206 -0.778  C80 1.097
86 H -0.328 -2.232 -3.069  C81 1.092
87 H -1.143 -0.649 -3.002  C81 1.095
88 H -2.209 -1.350 -1.150  O82 0.970
89 H 0.117 -2.593 -0.483  O83 0.972
90 C -1.920 8.350 -2.572  C91 1.520, O93 1.424, H94 1.092, H95 1.095
91 C -1.523 6.917 -2.886  C90 1.520, O92 1.432, H96 1.091, H97 1.094
92 O -1.096 6.272 -1.681  C91 1.432, H98 0.969
93 O -0.819 9.039 -1.987  C90 1.424, H99 0.971
94 H -2.224 8.882 -3.475  C90 1.092
95 H -2.742 8.372 -1.848  C90 1.095
96 H -0.680 6.896 -3.578  C91 1.091
97 H -2.356 6.355 -3.318  C91 1.094
98 H -1.882 6.148 -1.129  O92 0.969
99 H -0.373 8.393 -1.416  O93 0.971
100 C 2.659 0.761 -3.903  C101 1.521, O103 1.424, H104 1.092, H105 1.095
101 C 4.017 1.371 -3.591  C100 1.521, O102 1.429, H106 1.092, H107 1.094
102 O 5.018 0.720 -4.375  C101 1.429, H108 0.968
103 O 2.686 -0.638 -3.637  C100 1.424, H109 0.971
104 H 1.873 1.216 -3.295  C100 1.092
105 H 2.413 0.890 -4.962  C100 1.095
106 H 4.276 1.210 -2.542  C101 1.092
107 H 4.033 2.444 -3.804  C101 1.094
108 H 4.885 0.990 -5.295  O102 0.968
109 H 3.567 -0.943 -3.909  O103 0.971
110 C -7.200 1.152 -3.784  C111 1.521, O113 1.424, H114 1.092, H115 1.096
111 C -6.063 0.431 -4.492  C110 1.521, O112 1.429, H116 1.092, H117 1.094
112 O -4.853 1.171 -4.314  C111 1.429, H118 0.968
113 O -7.329 2.473 -4.300  C110 1.424, H119 0.971
114 H -8.147 0.629 -3.926  C110 1.092
115 H -6.993 1.237 -2.712  C110 1.096
116 H -6.253 0.378 -5.566  C111 1.092
117 H -5.925 -0.582 -4.102  C111 1.094
118 H -4.599 1.083 -3.384  O112 0.968
119 H -6.424 2.782 -4.468  O113 0.971
120 C -0.684 9.170 -6.406  C121 1.521, O123 1.424, H124 1.092, H125 1.095
121 C 0.680 9.781 -6.126  C120 1.521, O122 1.430, H126 1.092, H127 1.094
122 O 1.660 9.146 -6.951  C121 1.430, H128 0.968
123 O -0.643 7.767 -6.162  C120 1.424, H129 0.971
124 H -1.452 9.613 -5.768  C120 1.092
125 H -0.963 9.313 -7.455  C120 1.095
126 H 0.972 9.606 -5.088  C121 1.092
127 H 0.686 10.857 -6.324  C121 1.094
128 H 1.497 9.429 -7.861  O122 0.968
129 H 0.230 7.470 -6.465  O123 0.971
130 C 4.942 -3.684 -1.785  C131 1.521, O133 1.424, H134 1.092, H135 1.096
131 C 6.302 -3.068 -1.496  C130 1.521, O132 1.430, H136 1.092, H137 1.094
132 O 7.289 -3.694 -2.319  C131 1.430, H138 0.968
133 O 4.987 -5.087 -1.548  C130 1.424, H139 0.971
134 H 4.169 -3.248 -1.149  C130 1.092
135 H 4.668 -3.536 -2.835  C130 1.096
136 H 6.590 -3.246 -0.458  C131 1.092
137 H 6.304 -1.991 -1.689  C131 1.094
138 H 7.129 -3.407 -3.229  O132 0.968
139 H 5.863 -5.381 -1.849  O133 0.971
140 C -5.857 8.441 1.257  C141 1.521, O143 1.423, H144 1.092, H145 1.095
141 C -4.737 7.735 0.509  C140 1.521, O142 1.430, H146 1.092, H147 1.094
142 O -3.525 8.479 0.660  C141 1.430, H148 0.968
143 O -6.007 9.768 0.763  C140 1.423, H149 0.971
144 H -6.805 7.915 1.136  C140 1.092
145 H -5.621 8.513 2.325  C140 1.095
146 H -4.957 7.696 -0.560  C141 1.092
147 H -4.584 6.718 0.881  C141 1.094
148 H -3.242 8.381 1.581  O142 0.968
149 H -5.109 10.085 0.574  O143 0.971

- Total charge: 0
- Frontier orbital gap: 6.438 eV

Löwdin atomic charge list, values in e, 99 entries: number 1, C, carries -0.01; number 2, C, carries -0.14; number 3, C, carries -0.16; number 4, C, carries -0.10; number 5, C, carries 0.06; number 6, C, carries -0.07; number 7, C, carries -0.16; number 8, C, carries -0.19; number 9, C, carries -0.18; number 10, C, carries -0.21; number 11, C, carries -0.21; number 12, C, carries -0.21; number 13, C, carries -0.20; number 14, C, carries -0.19; number 15, C, carries -0.22; number 16, C, carries -0.25; number 17, C, carries -0.12; number 18, C, carries 0.02; number 19, C, carries 0.03; number 20, C, carries -0.08; number 21, C, carries -0.21; number 22, S, carries 0.76; number 23, O, carries -0.41; number 24, O, carries -0.41; number 25, C, carries -0.19; number 26, O, carries 0.04; number 27, C, carries -0.10; number 28, O, carries 0.02; number 29, C, carries -0.18; number 30, N, carries 0.20; number 31, C, carries -0.05; number 32, C, carries -0.03; number 33, C, carries -0.23; number 34, O, carries 0.06; number 35, H, carries 0.08; number 36, H, carries 0.05; number 37, H, carries 0.10; number 38, H, carries 0.11; number 39, H, carries 0.11; number 40, H, carries 0.11; number 41, H, carries 0.12; number 42, H, carries 0.12; number 43, H, carries 0.09; number 44, H, carries 0.12; number 45, H, carries 0.10; number 46, H, carries 0.11; number 47, H, carries 0.10; number 48, H, carries 0.09; number 49, H, carries 0.12; number 50, H, carries 0.11; number 51, H, carries 0.10; number 52, H, carries 0.10; number 53, H, carries 0.10; number 54, H, carries 0.10; number 55, H, carries 0.09; number 56, H, carries 0.12; number 57, H, carries 0.11; number 58, H, carries 0.09; number 59, H, carries 0.10; number 60, H, carries 0.10; number 61, H, carries 0.07; number 62, H, carries 0.07; number 63, H, carries 0.06; number 64, H, carries 0.12; number 65, H, carries 0.11; number 66, H, carries 0.07; number 67, H, carries 0.09; number 68, H, carries 0.10; number 69, H, carries 0.10; number 70, C, carries -0.24; number 71, C, carries -0.23; number 72, O, carries -0.08; number 73, O, carries -0.09; number 74, H, carries 0.12; number 75, H, carries 0.11; number 76, H, carries 0.11; number 77, H, carries 0.12; number 78, H, carries 0.09; number 79, H, carries 0.07; number 80, C, carries -0.24; number 81, C, carries -0.22; number 82, O, carries -0.09; number 83, O, carries -0.08; number 84, H, carries 0.08; number 85, H, carries 0.11; number 86, H, carries 0.13; number 87, H, carries 0.12; number 88, H, carries 0.03; number 89, H, carries 0.06; number 90, C, carries -0.23; number 91, C, carries -0.22; number 92, O, carries -0.11; number 93, O, carries -0.07; number 94, H, carries 0.11; number 95, H, carries 0.10; number 96, H, carries 0.11; number 97, H, carries 0.12; number 98, H, carries 0.08; number 99, H, carries 0.08